The following is a quantum chemistry calculation of one molecule with the formula C24H26N4O6S, from OMol25.

Calculated values
spin multiplicity	1
total charge	0
E	-1998.879472	a.u.
max |F|	0.83	eV/A
ΔE to the lowest compared entry with this formula, charge and spin	0.00	kcal per mole
SMILES	CCOC(=O)N1CCN(C(=O)c2ccc3c(=O)n(-c4cc(OC)ccc4OC)c(=S)[nH]c3c2)CC1

Last column: Löwdin charge in e.
Atoms and positions in Å:
1 S -2.31 2.55 3.16  0.715
2 O 3.31 -0.01 -6.68  0.092
3 O 1.73 2.55 6.81  -0.083
4 O -2.16 -1.83 -3.22  0.080
5 O -2.32 -0.59 4.75  -0.082
6 O 1.73 -0.86 -8.06  -0.012
7 O 0.95 -1.12 3.25  0.127
8 N 1.16 -0.22 -5.98  -0.039
9 N -1.66 1.05 1.13  0.090
10 N -0.56 0.57 3.12  0.053
11 N 0.00 -1.63 -3.86  -0.045
12 C -1.00 -1.57 -2.94  -0.422
13 C 2.17 -0.34 -6.89  -0.541
14 C -0.43 0.78 4.53  -0.203
15 C -0.23 1.17 7.25  -0.009
16 C -1.37 0.17 5.37  -0.236
17 C -0.16 -0.78 -6.14  -0.103
18 C -1.47 1.33 2.45  -0.771
19 C 0.70 1.76 6.41  -0.264
20 C -1.02 0.04 0.46  -0.159
21 C 0.58 1.56 5.03  0.082
22 C 1.48 0.15 -4.62  -0.103
23 C -1.28 -0.22 -0.89  0.062
24 C 2.83 0.41 -9.83  -0.061
25 C -0.09 -0.74 1.15  -0.052
26 C -3.31 -1.18 5.55  -0.075
27 C 1.32 -1.07 -3.70  -0.111
28 C 2.69 -0.92 -9.11  -0.218
29 C -0.61 -1.24 -1.53  -0.134
30 C -0.31 -1.99 -5.22  -0.101
31 C 0.17 -0.49 2.57  -0.344
32 C 0.31 -2.03 -0.84  -0.024
33 C 1.88 2.80 8.19  -0.091
34 C 0.56 -1.78 0.49  0.018
35 C -1.25 0.38 6.73  0.000
36 H -3.89 -0.43 6.09  0.099
37 H 1.86 0.74 -10.20  0.077
38 H -2.35 1.62 0.65  0.138
39 H -0.89 -0.01 -5.86  0.136
40 H 2.06 1.87 8.75  0.095
41 H -1.34 -2.36 -5.25  0.125
42 H 1.26 -2.38 1.06  0.126
43 H -2.01 0.37 -1.42  0.131
44 H 3.21 1.16 -9.14  0.075
45 H 3.66 -1.22 -8.69  0.121
46 H -0.31 -1.06 -7.18  0.126
47 H 0.80 0.95 -4.30  0.134
48 H -0.19 1.30 8.32  0.104
49 H -3.97 -1.71 4.85  0.095
50 H -2.88 -1.90 6.25  0.097
51 H 1.48 -0.77 -2.66  0.119
52 H 0.80 -2.85 -1.34  0.123
53 H 1.01 3.31 8.60  0.095
54 H 1.30 2.02 4.37  0.142
55 H 2.32 -1.70 -9.78  0.123
56 H 0.37 -2.78 -5.54  0.137
57 H -1.95 -0.07 7.42  0.107
58 H 2.76 3.44 8.27  0.092
59 H 2.51 0.52 -4.60  0.127
60 H 2.06 -1.82 -3.97  0.139
61 H 3.52 0.31 -10.66  0.077

=====

The following is a quantum chemistry calculation of C24H27Cl3InN2O4PS3 as an isolated structure, from OMol25.

Calculated values
spin multiplicity	1
total charge	0
E	-4448.076191	a.u.
max |F|	0.34	eV/A
ΔE to the lowest compared entry with this formula, charge and spin	0.00	kcal per mole

Last column: Löwdin charge in e.
Atoms and positions in Å:
1 In -0.19 0.55 -0.47  0.266
2 Cl 1.18 -0.64 -3.39  0.643
3 Cl 3.91 0.10 -3.97  0.637
4 Cl 2.05 2.11 -3.03  0.697
5 S -1.89 1.57 -1.89  0.643
6 S -0.66 -1.87 -0.36  0.395
7 S 0.60 -0.58 2.53  0.364
8 P 0.10 -2.17 1.54  -0.071
9 O 4.01 -0.22 -1.12  0.067
10 O 1.27 -3.23 1.32  -0.310
11 O -0.97 -3.03 2.32  -0.309
12 O 1.90 0.28 -0.59  -0.228
13 N 0.44 2.37 0.81  0.054
14 N -1.88 1.03 1.10  -0.018
15 C -1.42 -4.32 1.81  -0.479
16 C -4.16 0.85 1.73  -0.022
17 C 2.89 0.11 -1.41  -0.782
18 C -1.80 2.22 1.70  -0.216
19 C -0.25 4.29 -4.40  -0.112
20 C -0.69 2.31 -5.69  -0.087
21 C -0.13 3.91 2.52  0.009
22 C -0.76 3.66 -3.27  -0.171
23 C 3.60 -2.67 1.66  -0.039
24 C 2.06 3.94 1.57  -0.020
25 C -4.10 2.09 2.33  -0.033
26 C -2.90 2.79 2.31  0.009
27 C 2.49 -2.77 0.64  -0.475
28 C -3.02 0.35 1.11  -0.124
29 C 2.78 -3.75 -0.47  -0.035
30 C -0.77 -5.41 2.63  -0.040
31 C -1.21 2.35 -3.34  -0.700
32 C 1.14 4.45 2.47  -0.032
33 C -0.21 3.61 -5.61  -0.100
34 C -0.46 2.87 1.67  -0.196
35 C 2.54 0.40 -2.91  -1.457
36 C 1.67 2.88 0.76  -0.077
37 C -1.20 1.69 -4.56  -0.150
38 C -2.93 -4.31 1.89  -0.043
39 H 3.79 -3.64 2.11  0.086
40 H -4.97 2.52 2.80  0.115
41 H -1.57 0.67 -4.62  0.098
42 H -1.13 -6.39 2.30  0.086
43 H 3.33 -1.96 2.45  0.061
44 H 2.94 -4.75 -0.05  0.085
45 H 3.67 -3.45 -1.01  0.089
46 H 4.51 -2.31 1.17  0.088
47 H -3.01 -0.61 0.61  0.085
48 H -0.85 4.27 3.24  0.112
49 H 1.42 5.26 3.13  0.116
50 H -0.79 4.18 -2.32  0.098
51 H -3.33 -5.25 1.51  0.086
52 H 1.94 -3.79 -1.17  0.075
53 H -5.07 0.27 1.72  0.114
54 H 2.29 -1.78 0.21  0.076
55 H -3.25 -4.19 2.92  0.088
56 H -3.34 -3.50 1.29  0.073
57 H 0.19 4.10 -6.50  0.101
58 H 0.31 -5.38 2.51  0.076
59 H -1.12 -4.39 0.76  0.108
60 H -1.02 -5.28 3.68  0.090
61 H 0.11 5.31 -4.34  0.102
62 H 3.06 4.32 1.50  0.116
63 H -0.67 1.78 -6.63  0.104
64 H -2.84 3.77 2.76  0.112
65 H 2.34 2.42 0.06  0.104

=====

The following is a quantum chemistry calculation of one molecule with the formula C24H27ClN4O, from OMol25.

Calculated values
spin multiplicity	1
total charge	0
E	-1685.232019	a.u.
max |F|	0.82	eV/A
ΔE to the lowest compared entry with this formula, charge and spin	1.10	kcal per mole
SMILES	CCn1cc(CN2CCC(C(=O)Nc3cccc(-c4cccc(Cl)c4)c3)CC2)cn1

Last column: Löwdin charge in e.
Atoms and positions in Å:
1 Cl -8.03 -2.19 3.47  0.671
2 O 0.80 -0.60 -1.66  0.083
3 N -0.88 0.45 -0.53  0.133
4 N 3.77 1.19 0.10  -0.162
5 N 7.84 2.07 -0.96  0.079
6 N 7.97 0.81 -1.35  -0.188
7 C -3.08 -0.18 0.13  0.027
8 C -4.11 -1.10 0.28  -0.185
9 C -7.21 0.87 1.07  -0.073
10 C -1.66 -1.85 -0.85  -0.008
11 C 2.59 1.02 0.93  -0.192
12 C -5.99 0.50 0.52  -0.034
13 C 1.11 1.71 -0.98  -0.238
14 C -7.25 -1.15 2.33  -0.665
15 C -5.39 -0.70 0.87  -0.179
16 C 6.16 0.83 -0.12  -0.220
17 C 6.75 2.10 -0.21  -0.103
18 C 4.91 0.46 0.62  -0.164
19 C 8.56 0.37 -3.69  -0.078
20 C -6.04 -1.53 1.78  -0.056
21 C 6.98 0.03 -0.88  -0.028
22 C -1.86 -0.54 -0.43  -0.205
23 C 0.36 0.38 -1.11  -0.429
24 C -3.90 -2.41 -0.14  -0.039
25 C -7.85 0.05 1.98  -0.111
26 C 2.38 1.73 -1.84  -0.124
27 C 1.50 1.99 0.48  -0.133
28 C -2.68 -2.77 -0.71  -0.064
29 C 3.46 0.82 -1.27  -0.183
30 C 9.04 0.43 -2.24  -0.197
31 H -1.15 1.34 -0.14  0.138
32 H -5.58 -2.47 2.08  0.113
33 H 2.21 -0.02 0.89  0.134
34 H -2.53 -3.79 -1.04  0.107
35 H 7.77 -0.36 -3.80  0.069
36 H 0.64 1.90 1.14  0.109
37 H 6.93 -1.02 -1.10  0.128
38 H 2.76 2.75 -1.88  0.122
39 H 4.37 0.94 -1.86  0.119
40 H 8.18 1.34 -3.99  0.075
41 H 9.39 0.10 -4.34  0.069
42 H -3.23 0.84 0.48  0.118
43 H 3.14 -0.23 -1.33  0.122
44 H 9.82 1.18 -2.13  0.118
45 H 1.89 3.00 0.54  0.122
46 H 2.86 1.24 1.97  0.122
47 H -0.72 -2.13 -1.29  0.099
48 H -5.52 1.15 -0.21  0.112
49 H 4.76 -0.63 0.55  0.129
50 H -8.79 0.33 2.41  0.103
51 H 5.03 0.73 1.67  0.124
52 H 0.43 2.50 -1.33  0.146
53 H -4.69 -3.14 -0.05  0.112
54 H 9.43 -0.55 -1.93  0.119
55 H 6.42 3.02 0.24  0.107
56 H -7.67 1.81 0.78  0.106
57 H 2.14 1.40 -2.85  0.120

=====

> Look up the max |F| of the second one.

0.34 eV/A